This record from the OMol25 dataset describes a molecular structure, C23H17BrN2ORh. The level of theory is wB97M-V/def2-TZVPD.

highest occupied orbital energy (alpha / beta) = -10.6564 / -10.6568 eV
multiplicity = 1
energy = -102198.7602 eV
net charge = +1

Each line ends with the Mulliken charge.
Atoms and positions in Å:
Rh1 0.0693 0.2712 0.7532  0.301
Br1 -4.8272 -4.5841 -2.1490  -0.168
C1 -3.6830 -3.5169 -1.0951  -0.235
C2 -3.9745 -3.3107 0.2624  -0.375
C3 -3.1565 -2.5268 1.0338  -0.573
C4 -2.0185 -1.8956 0.4947  0.603
O1 -1.2671 -1.1694 1.2770  -0.810
C5 -1.7214 -2.1346 -0.8629  -0.314
C6 -0.5039 -1.6931 -1.4572  0.453
N1 0.2723 -0.7545 -1.0351  0.245
C7 1.5395 -0.5147 -1.6355  -0.316
C8 1.8233 -0.6251 -2.9640  -0.450
C9 3.1398 -0.4007 -3.4315  -0.895
C10 4.1462 -0.0793 -2.5698  -0.878
C11 3.8677 0.0736 -1.1908  1.048
C12 4.8331 0.4129 -0.2159  -0.525
C13 4.4588 0.5615 1.0893  -0.774
C14 3.1071 0.3922 1.4367  -0.193
N2 2.1895 0.0621 0.5552  -0.288
C15 2.5517 -0.1122 -0.7463  0.944
C16 -2.5676 -2.9600 -1.6406  -0.692
H1 -4.8487 -3.7775 0.6970  0.432
H2 -3.3634 -2.3596 2.0826  0.469
H3 -0.1816 -2.2441 -2.3412  0.476
H4 1.0379 -0.8799 -3.6648  0.568
H5 3.3449 -0.4904 -4.4893  0.417
H6 5.1549 0.0775 -2.9290  0.427
H7 5.8660 0.5473 -0.5144  0.451
H8 5.1787 0.8158 1.8544  0.407
H9 2.7748 0.5122 2.4603  0.503
H10 -2.3310 -3.1366 -2.6833  0.453
C17 -0.0796 2.1382 -0.1436  -0.422
C18 -0.9392 2.3110 1.0089  0.264
C19 -0.4219 2.7903 2.2257  -0.093
C20 -1.2642 3.0415 3.2969  -0.719
C21 -2.6275 2.8188 3.1706  -0.316
C22 -3.1538 2.3082 1.9872  -0.776
C23 -2.3195 2.0473 0.9198  -0.278
H11 0.8906 2.6250 -0.1290  0.303
H12 -0.5473 2.0787 -1.1196  0.281
H13 0.6373 3.0121 2.2956  0.405
H14 -0.8628 3.4263 4.2246  0.404
H15 -3.2879 3.0529 3.9953  0.411
H16 -4.2164 2.1286 1.8982  0.417
H17 -2.7190 1.6608 -0.0111  0.406